# 1
{
  "formula": "C9H14N6",
  "method": "ωB97M-V/def2-TZVPD",
  "symbols": ["C", "C", "C", "C", "C", "C", "C", "C", "C", "N", "N", "N", "N", "N", "N", "H", "H", "H", "H", "H", "H", "H", "H", "H", "H", "H", "H", "H", "H"],
  "coordinates": [[-2.1087, 1.1438, -2.1139], [-0.8747, 0.6533, -2.1529], [-1.7810, 2.3692, -0.2494], [1.6409, 2.2430, -1.0851], [-0.3653, 2.1460, -0.3986], [0.5853, 0.1648, 1.2623], [0.3373, -1.5955, -0.5036], [0.2359, -0.8962, 2.3567], [0.0417, -2.5982, 0.5923], [-2.6411, 1.9523, -1.0896], [1.3662, 1.0581, -1.4196], [0.6105, 2.9303, -0.5409], [-0.0354, -0.2250, -0.0109], [0.7039, -2.1178, 1.8162], [0.0753, 0.8078, -1.0267], [-2.8164, 1.0096, -2.9382], [-0.2833, 0.2081, -2.9842], [-2.1235, 3.0401, 0.4930], [2.6437, 2.7023, -1.4089], [0.3314, 1.1280, 1.7141], [1.6970, 0.0613, 1.3369], [1.5098, -1.6317, -0.8941], [-0.2759, -1.7936, -1.5221], [0.5882, -0.5827, 3.3411], [-0.8650, -1.1393, 2.4258], [-0.9967, -2.6923, 0.8332], [0.3029, -3.4819, 0.1623], [1.6698, -1.9549, 1.5763], [0.8270, -2.9088, 2.4282]],
  "forces_ev_per_a": [[-0.201, 0.071, -0.642], [1.292, -1.101, -1.595], [-1.440, 0.514, 0.002], [3.119, 0.591, -2.031], [1.696, -0.363, -1.531], [0.870, -1.336, 1.785], [1.009, 1.299, -3.326], [-3.912, 1.544, -0.604], [-1.491, 3.271, -0.743], [0.706, -0.614, 0.590], [1.971, -1.910, -0.919], [-2.127, 1.960, 1.882], [-0.175, -0.520, -0.019], [3.245, -3.075, -0.332], [-2.274, 1.158, 2.205], [0.582, -0.136, 0.080], [-1.292, 0.123, 0.421], [-0.138, 0.664, 0.918], [-1.695, -0.632, 0.957], [-0.288, 0.026, -0.762], [-0.308, 0.675, -0.933], [-2.751, 0.033, 1.324], [1.199, 0.240, 2.646], [0.425, -0.515, -0.234], [0.785, 1.175, 0.252], [-0.798, 0.248, -0.003], [1.580, -2.986, -0.087], [1.005, -0.027, -0.423], [-0.591, -0.375, 1.123]],
  "max_force_ha_per_bohr": 0.087,
  "total_charge": 2,
  "energy_ev": -18478.0023,
  "mol_weight_g_mol": 206.25,
  "smiles": "C1=C[N@@+]2(N3CC[NH2+]CC3)N=CN=C2C=N1"
}

---

# 2
{
  "formula": "C9H14O",
  "method": "ωB97M-V/def2-TZVPD",
  "symbols": ["C", "C", "C", "C", "C", "C", "C", "O", "H", "H", "H", "H", "H", "H", "H", "H", "C", "C", "H", "H", "H", "H", "H", "H"],
  "coordinates": [[-1.4151, -1.8164, -1.8106], [-1.8503, 0.4632, -1.2702], [-1.4311, -0.7062, -0.7578], [-1.6214, 1.6519, -0.4074], [-1.1290, -0.9092, 0.6353], [-1.3312, 1.5227, 0.9929], [-1.2052, 0.2332, 1.5383], [-1.3271, 2.7308, 1.6985], [-2.0671, 0.7024, -2.3219], [-1.7177, 2.7178, -0.7781], [-1.7046, -1.4398, -2.8315], [-1.9783, -2.6983, -1.3325], [-1.2991, -1.9172, 0.9931], [-1.1258, 0.0382, 2.5874], [-1.1027, 2.6263, 2.7026], [-0.4586, -2.2823, -1.8774], [3.2156, -0.7560, 0.4001], [2.5161, 0.5732, 0.1429], [2.5142, -1.4502, 0.8153], [3.6246, -1.4663, -0.3834], [4.1033, -0.6937, 1.1455], [2.5613, 1.3739, 0.8341], [2.7984, 1.0430, -0.7097], [1.4307, 0.4591, -0.0054]],
  "forces_ev_per_a": [[-0.964, -1.227, 1.591], [1.672, 5.634, 1.973], [0.190, -2.313, -0.193], [-0.603, -0.547, 0.205], [-1.944, 2.687, -0.320], [-0.688, 0.165, -1.558], [0.475, -1.631, -2.267], [0.703, -1.070, 2.247], [-0.014, -0.619, 0.584], [-0.068, -1.525, 0.315], [-0.137, -0.768, 1.269], [-0.028, 1.155, -1.434], [0.815, -0.027, 0.291], [0.061, 0.141, 0.504], [-0.563, -0.133, -2.927], [1.143, 0.069, -0.264], [2.038, -1.105, 1.288], [-1.677, -1.534, 0.282], [-0.553, -0.230, 0.918], [-0.402, 1.785, -0.141], [-1.527, 0.107, -1.089], [0.580, 0.226, 1.549], [1.271, 1.170, -2.934], [0.221, -0.409, 0.109]],
  "max_force_ha_per_bohr": 0.121,
  "total_charge": 0,
  "energy_ev": -11605.4519,
  "mol_weight_g_mol": 138.21,
  "smiles": "Cc1ccc(O)cc1.CC"
}

---

# 3
{
  "formula": "C9H14O",
  "method": "ωB97M-V/def2-TZVPD",
  "symbols": ["C", "C", "C", "C", "C", "C", "C", "O", "H", "H", "H", "H", "H", "H", "H", "H", "C", "C", "H", "H", "H", "H", "H", "H"],
  "coordinates": [[-3.2082, 1.1833, 1.7686], [0.1070, 1.3920, -0.0772], [-0.0255, 0.3339, -1.0120], [-0.9150, 1.5967, 0.8053], [-2.1421, 0.9119, 0.7507], [-1.2242, -0.3322, -1.1040], [-2.2643, -0.0949, -0.1850], [1.1524, 0.0024, -1.6285], [1.0195, 1.9653, -0.0193], [-0.8592, 2.4809, 1.4339], [-1.2973, -1.1931, -1.7630], [1.0064, -0.7427, -2.2336], [-2.9673, 1.0082, 2.8110], [-4.0898, 0.5725, 1.5480], [-3.2050, -0.6275, -0.2264], [-3.5414, 2.2184, 1.6388], [3.9776, -1.4051, 0.0506], [2.9874, -2.5048, 0.5318], [4.8307, -1.8026, -0.4928], [3.3433, -0.7101, -0.4853], [4.4172, -1.0430, 0.9805], [3.4747, -3.4196, 0.8849], [2.5190, -2.1754, 1.4670], [2.1798, -2.7646, -0.1469]],
  "forces_ev_per_a": [[-0.984, 0.308, -0.764], [-0.245, -1.072, -0.479], [0.727, 0.968, 1.332], [-0.843, 1.277, -0.242], [0.870, -0.687, 0.612], [-0.106, -1.024, 0.165], [0.237, 0.787, -0.381], [-0.529, -0.446, -0.825], [0.101, -0.041, -0.080], [0.133, -0.263, 0.367], [-0.074, 0.129, -0.142], [0.055, 0.287, 0.184], [0.443, 0.031, 0.060], [0.094, 0.000, 0.046], [0.116, -0.271, -0.193], [0.017, -0.002, 0.337], [-0.748, -1.457, 1.065], [0.398, -0.164, 0.966], [-0.287, 0.023, -0.587], [0.649, 0.627, -0.111], [-0.099, 0.745, -0.242], [0.171, -0.057, -0.513], [-0.236, 0.296, -0.299], [0.138, 0.007, -0.276]],
  "max_force_ha_per_bohr": 0.038,
  "total_charge": 0,
  "energy_ev": -11607.0705,
  "mol_weight_g_mol": 138.21,
  "smiles": "Cc1ccc(O)cc1.CC"
}

---

# 4
{
  "formula": "C9H14O",
  "method": "ωB97M-V/def2-TZVPD",
  "symbols": ["C", "C", "H", "H", "H", "H", "H", "H", "C", "C", "C", "C", "C", "C", "C", "O", "H", "H", "H", "H", "H", "H", "H", "H"],
  "coordinates": [[0.6020, -1.7678, 2.6432], [1.4717, -3.0441, 2.8263], [1.0952, -1.0342, 1.9757], [-0.3053, -1.9398, 2.0798], [0.6831, -1.3065, 3.6164], [0.8627, -3.9108, 3.1350], [2.1314, -2.9560, 3.7121], [2.0734, -3.3203, 1.9633], [-1.1712, 3.3974, -1.2188], [0.0149, -0.6359, -0.7443], [1.0295, 0.2955, -0.9393], [-1.2453, -0.2209, -0.3298], [0.7217, 1.6475, -1.0262], [-1.4616, 1.1603, -0.2866], [-0.5746, 2.1102, -0.8233], [0.1232, -1.9363, -1.1928], [2.0171, -0.1562, -0.9306], [1.0510, -2.1193, -1.4262], [-1.9328, -0.9974, -0.0241], [1.5542, 2.3224, -1.1725], [-2.4693, 1.3442, 0.0953], [-1.1129, 4.1630, -0.4486], [-2.1808, 3.3296, -1.6125], [-0.5014, 3.9231, -1.9360]],
  "forces_ev_per_a": [[2.345, -0.159, -0.894], [-0.317, -0.305, 0.729], [0.240, -0.373, 0.284], [-0.700, -0.101, 0.896], [-1.468, 0.388, 0.194], [-0.039, 0.247, -0.506], [0.004, 0.336, -0.653], [-0.058, -0.035, -0.051], [1.681, 2.200, -0.408], [-0.711, -0.128, -1.260], [-0.313, -0.715, 0.523], [1.522, 0.477, 0.202], [0.558, 0.031, 0.363], [-0.997, -1.464, -0.093], [-1.058, -1.771, 0.689], [0.815, -0.011, 0.831], [0.298, 0.636, -0.555], [-0.493, 0.095, 0.106], [-0.386, 0.320, -0.065], [-0.117, 0.253, -0.368], [0.258, 0.936, -0.410], [-0.561, -0.125, 0.660], [0.078, -0.085, 0.017], [-0.582, -0.650, -0.232]],
  "max_force_ha_per_bohr": 0.054,
  "total_charge": 0,
  "energy_ev": -11606.3010,
  "mol_weight_g_mol": 138.21,
  "smiles": "Cc1ccc(O)cc1.CC"
}

---

# 5
{
  "formula": "C9H14O",
  "method": "ωB97M-V/def2-TZVPD",
  "symbols": ["C", "C", "H", "H", "H", "H", "H", "H", "C", "C", "C", "C", "C", "C", "C", "O", "H", "H", "H", "H", "H", "H", "H", "H"],
  "coordinates": [[2.8246, -0.5729, -2.0876], [1.7777, -1.3188, -1.4287], [3.8472, -0.6589, -1.7806], [2.9194, -0.7404, -3.2821], [2.8043, 0.5828, -2.0409], [1.2564, -1.8627, -2.3111], [1.0906, -0.6106, -0.8706], [2.1096, -1.9189, -0.5730], [-1.2665, -2.2239, -0.6048], [-0.2576, -0.7805, 1.1450], [-1.1613, -0.9284, 0.1063], [0.2439, 0.4098, 1.5395], [-0.3537, 1.6288, 1.0218], [-1.6449, 0.2113, -0.5402], [-1.3186, 1.4833, -0.1021], [-0.1582, 2.6981, 1.8241], [0.2428, -1.7119, 1.5826], [0.9846, 0.4638, 2.2225], [-0.7960, -2.9376, -0.0816], [-0.6220, -2.1195, -1.5988], [-2.1113, 0.0887, -1.5346], [0.5384, 2.5011, 2.5563], [-1.8221, 2.4366, -0.4650], [-2.2378, -2.5493, -0.7115]],
  "forces_ev_per_a": [[2.872, 3.755, -4.262], [-2.693, -0.250, 0.332], [0.617, -0.922, 0.577], [-0.421, 0.162, 2.697], [-0.787, -1.583, 0.048], [0.388, 0.370, 2.298], [0.385, -0.810, -1.266], [0.092, -0.625, -0.717], [1.728, 2.540, -2.895], [1.073, -2.599, 0.384], [0.113, 0.771, -0.812], [-3.347, 2.321, -2.874], [-1.011, -3.630, 0.008], [0.571, -0.020, -0.413], [1.302, 2.705, 2.618], [1.394, 1.117, 0.779], [-0.914, 1.224, -0.672], [2.249, 0.278, 2.347], [1.872, -2.743, 2.017], [-1.965, -0.428, 1.802], [-0.218, 0.119, 0.855], [-1.897, 0.266, -2.154], [0.826, -1.471, 0.241], [-2.229, -0.549, -0.938]],
  "max_force_ha_per_bohr": 0.124,
  "total_charge": 0,
  "energy_ev": -11604.8783,
  "mol_weight_g_mol": 138.21,
  "smiles": "Cc1ccc(O)cc1.CC"
}

---

# 6
{
  "formula": "C9H14O",
  "method": "ωB97M-V/def2-TZVPD",
  "symbols": ["C", "C", "H", "H", "H", "H", "H", "H", "C", "C", "C", "C", "C", "C", "C", "O", "H", "H", "H", "H", "H", "H", "H", "H"],
  "coordinates": [[-0.1141, -2.2627, -1.9422], [-0.2956, -2.1293, -0.4571], [-1.0110, -1.9832, -2.4855], [0.5319, -1.6116, -2.5661], [0.1500, -3.2557, -2.2595], [0.7086, -2.0575, -0.1031], [-0.9769, -1.3130, -0.1377], [-0.6637, -3.0112, 0.0727], [2.3218, 0.1524, 0.6664], [0.7425, 1.8126, -0.1947], [0.9314, 0.6579, 0.6510], [-0.4532, 2.4268, -0.1298], [-0.0870, 0.1353, 1.2929], [-1.5591, 1.8633, 0.5578], [-1.3073, 0.7906, 1.3939], [-2.7067, 2.4645, 0.1898], [1.5820, 2.1721, -0.8568], [-0.6208, 3.2755, -0.7407], [3.0854, 0.9504, 1.0606], [2.6553, -0.2825, -0.3188], [0.0318, -0.7016, 2.0938], [-2.0383, 0.4089, 2.1588], [-3.4891, 2.0771, 0.6425], [2.5820, -0.5793, 1.4117]],
  "forces_ev_per_a": [[-1.063, 0.361, -2.076], [-0.147, 0.094, 0.181], [-0.810, -0.543, 0.070], [0.606, 0.113, 1.441], [0.051, -0.587, 0.001], [0.558, 0.735, 1.027], [0.911, -0.481, -0.518], [-0.258, -0.332, -0.638], [2.732, 0.388, 0.318], [1.220, -1.090, 0.852], [2.938, 1.846, -2.965], [-0.810, -0.409, -0.582], [-1.263, -1.430, 4.876], [1.713, 0.133, -0.439], [-2.267, -0.015, 0.375], [-1.841, -0.191, 1.144], [-1.025, -0.301, 1.017], [-0.408, 0.762, -0.462], [-1.399, -0.873, -1.410], [-0.193, 0.718, 0.853], [0.149, 1.295, -1.831], [0.452, 0.394, -1.214], [0.844, 0.297, -0.337], [-0.689, -0.885, 0.316]],
  "max_force_ha_per_bohr": 0.102,
  "total_charge": 0,
  "energy_ev": -11605.8368,
  "mol_weight_g_mol": 138.21,
  "smiles": "Cc1ccc(O)cc1.CC"
}

---

# 7
{
  "formula": "C9H14O",
  "method": "ωB97M-V/def2-TZVPD",
  "symbols": ["C", "C", "C", "C", "C", "C", "C", "O", "H", "H", "H", "H", "H", "H", "H", "H", "C", "C", "H", "H", "H", "H", "H", "H"],
  "coordinates": [[0.8907, -0.0063, -3.1150], [1.4457, -0.5637, 0.5970], [1.4758, 0.0396, -0.6587], [0.7126, -1.7455, 0.7406], [0.7172, -0.5144, -1.6951], [-0.2158, -2.1353, -0.2320], [-0.1496, -1.5945, -1.5102], [0.8918, -2.6163, 1.7503], [2.0630, -0.2939, 1.4542], [2.1692, 0.8612, -0.8326], [1.3597, -2.2890, 2.5358], [-0.9108, -2.9050, 0.0068], [0.2020, -0.5495, -3.7644], [1.9385, -0.0122, -3.4807], [-0.7426, -1.9313, -2.3333], [0.4983, 1.0322, -3.1024], [-0.9908, 2.2151, 1.2071], [-2.0715, 1.6269, 2.1513], [-0.2497, 1.4193, 1.0436], [-1.4099, 2.5432, 0.2527], [-0.5355, 3.0693, 1.7446], [-3.0791, 2.0853, 2.0976], [-1.7764, 1.6985, 3.1996], [-2.2325, 0.5664, 1.9432]],
  "forces_ev_per_a": [[-0.554, 1.073, 0.509], [0.078, -1.048, 0.021], [-0.227, -0.586, 0.279], [-0.275, 0.776, -0.677], [0.742, 0.010, -1.195], [0.532, 0.084, -0.370], [0.742, 1.157, 1.688], [-0.239, -0.615, 1.346], [0.084, 0.336, -0.402], [-0.330, -0.038, -0.091], [-0.160, 0.288, -0.638], [-0.220, -0.720, 0.126], [0.429, -0.087, -0.219], [-0.724, -0.089, 0.179], [-0.345, -0.283, -0.188], [0.519, -0.295, -0.373], [-0.424, -0.136, 1.098], [-0.540, -0.098, -0.162], [-0.068, 0.576, -0.114], [0.153, -0.061, 0.118], [0.011, -0.323, -0.650], [0.627, 0.082, -0.198], [0.150, -0.017, -0.058], [0.037, 0.014, -0.029]],
  "max_force_ha_per_bohr": 0.042,
  "total_charge": 0,
  "energy_ev": -11606.9913,
  "mol_weight_g_mol": 138.21,
  "smiles": "Cc1ccc(O)cc1.CC"
}

---

# 8
{
  "formula": "C9H14O",
  "method": "ωB97M-V/def2-TZVPD",
  "symbols": ["C", "C", "C", "C", "C", "C", "C", "O", "H", "H", "H", "H", "H", "H", "H", "H", "C", "C", "H", "H", "H", "H", "H", "H"],
  "coordinates": [[-0.6788, 2.0108, -1.9871], [-0.6763, 0.3860, 2.0350], [-0.2433, 1.6699, 1.7510], [-1.3564, -0.2776, 1.0310], [-0.2397, 2.1758, 0.4728], [-1.4371, 0.2510, -0.2668], [-0.8667, 1.4844, -0.5759], [-0.4664, -0.0217, 3.3347], [0.2790, 2.2461, 2.5055], [-0.4055, -0.9962, 3.3473], [-1.7659, -1.2682, 1.1897], [0.2386, 3.1274, 0.2851], [-1.7964, -0.3337, -1.1034], [-0.6453, 1.2078, -2.7249], [0.2828, 2.4995, -2.1177], [-1.4706, 2.7471, -2.1295], [1.4740, -1.8746, 0.0678], [1.4216, -2.3144, -1.3877], [2.5143, -1.8919, 0.3842], [0.9514, -0.9784, 0.3782], [0.9523, -2.4852, 0.8342], [0.3932, -2.1342, -1.7385], [1.4596, -3.4013, -1.4888], [2.0815, -1.8286, -2.0963]],
  "forces_ev_per_a": [[-0.290, -0.253, 0.542], [-0.552, 1.010, 0.133], [1.159, 0.492, 0.125], [-0.212, -0.699, -0.372], [-0.920, -0.188, -0.315], [0.657, 0.593, 0.001], [1.285, -0.265, 0.211], [-0.129, -1.157, -0.528], [-0.116, -0.178, 0.227], [-0.178, 0.624, 0.095], [0.016, -0.057, 0.161], [0.006, 0.065, -0.035], [-0.362, -0.211, 0.229], [-0.632, 0.078, -0.035], [0.065, 0.264, 0.333], [0.032, -0.093, -0.723], [0.419, -0.541, 1.213], [-2.349, -0.431, 0.157], [0.071, 0.459, 0.315], [0.599, 0.952, -0.933], [0.253, -0.869, -0.946], [0.197, 0.247, -0.206], [0.647, 0.037, 0.071], [0.334, 0.122, 0.283]],
  "max_force_ha_per_bohr": 0.047,
  "total_charge": 0,
  "energy_ev": -11606.8916,
  "mol_weight_g_mol": 138.21,
  "smiles": "Cc1ccc(O)cc1.CC"
}